# 1
C4H9NO2 | ωB97M-V with the def2-TZVPD basis set

```
16
C4H9NO2 | the Open Molecules 2025 dataset | ωB97M-V with the def2-TZVPD basis set
O 0.7982 1.5936 -2.0470
C 0.6655 0.3937 -2.1803
N 0.4563 -0.5264 -1.2048
C 0.6105 -0.2580 0.1914
C -0.6915 -0.2678 1.0124
C -0.8351 0.8138 2.0857
O -0.8058 -1.5568 1.6121
H 0.7275 -0.0472 -3.1945
H 0.2638 -1.4468 -1.5451
H 1.2946 -0.9478 0.6824
H 1.0228 0.7507 0.2637
H -1.5224 -0.1170 0.3097
H 0.1032 0.8182 2.6504
H -0.9381 1.8312 1.7281
H -1.6808 0.5905 2.7320
H -1.1876 -1.4289 2.4892
```

Its spin multiplicity is 1. For the gap between HOMO and LUMO, the calculation gives 0.3943 Eh. As for the structure (SMILES): C[C@H](O)CNC=O.

***

# 2
C4H9NO2 | ωB97M-V with the def2-TZVPD basis set

```
16
C4H9NO2 | the Open Molecules 2025 dataset | ωB97M-V with the def2-TZVPD basis set
C 4.1417 0.5346 -1.5621
O 3.0156 1.3466 -1.3401
C 1.7994 0.7057 -1.6468
C 0.7116 1.6760 -1.2220
C -0.6919 1.2451 -1.4189
N -1.3020 0.1887 -1.2071
H 4.1045 -0.3759 -0.9398
H 4.2122 0.2361 -2.6217
H 5.0303 1.1138 -1.2870
H 1.7304 0.4957 -2.7279
H 1.6985 -0.2407 -1.0874
H 0.8390 1.7916 -0.1314
H 0.8384 2.6341 -1.7512
O -1.6677 2.2518 -0.1772
H -1.0146 2.8347 0.2367
H -2.1794 0.8102 -0.2794
```

Its spin multiplicity is 1. For the gap between HOMO and LUMO, the calculation gives 0.3704 Eh.

***

# 3
C4H9NO2 | ωB97M-V with the def2-TZVPD basis set

```
16
C4H9NO2 | the Open Molecules 2025 dataset | ωB97M-V with the def2-TZVPD basis set
C 0.7757 -1.8449 0.7011
C -0.9566 0.7811 0.6596
C -0.1467 0.9559 -0.3906
C 0.7190 2.1442 -0.6396
N -0.3932 -2.1964 0.3160
O -1.0141 -2.3580 -0.7081
O -0.0959 0.1274 -1.4584
H 0.9996 -1.5331 1.6433
H 1.5663 -1.8230 -0.0284
H -0.9281 1.2368 1.6326
H -1.6856 -0.0514 0.5734
H 1.6579 2.1746 -0.1874
H 0.1850 3.0591 -0.5091
H 0.9817 2.1710 -1.6857
H -1.0026 -2.2172 1.2674
H -0.6623 -0.6261 -1.1861
```

Its spin multiplicity is 1. For the gap between HOMO and LUMO, the calculation gives 0.3437 Eh. As for the structure (SMILES): C=[NH+][O-].C=C(C)O.

***

# 4
C4H9NO2 | ωB97M-V with the def2-TZVPD basis set

```
16
C4H9NO2 | the Open Molecules 2025 dataset | ωB97M-V with the def2-TZVPD basis set
C 0.3109 0.9195 -1.0290
C 1.6485 0.5637 -0.4286
O 2.4632 0.0731 -1.5071
C -0.9025 0.5335 -0.1775
N -0.8960 -0.7321 0.3562
C -1.7894 -1.0362 1.4629
O -1.8389 1.2756 0.0173
H 0.1898 1.9741 -1.2384
H 0.1584 0.3052 -1.9165
H 1.5501 -0.2348 0.3119
H 2.1481 1.4385 -0.0065
H 3.3076 -0.2402 -1.1679
H -0.3304 -1.4913 0.0220
H -1.3431 -1.8412 2.0488
H -1.9022 -0.1708 2.1150
H -2.7741 -1.3366 1.1372
```

Its spin multiplicity is 1. For the gap between HOMO and LUMO, the calculation gives 0.3792 Eh. As for the structure (SMILES): CNC(=O)CCO.

***

# 5
C4H9NO2 | ωB97M-V with the def2-TZVPD basis set

```
16
C4H9NO2 | the Open Molecules 2025 dataset | ωB97M-V with the def2-TZVPD basis set
C -1.1055 -1.2128 1.3194
C -0.4579 -0.0219 0.6344
C 2.5286 -0.5537 -0.3163
O 2.7223 0.6953 -0.6152
N -1.2717 0.4655 -0.4737
C -0.7900 1.2068 -1.4815
O 0.3766 1.5593 -1.6312
H -2.1160 -0.9913 1.6829
H -0.4985 -1.5073 2.1810
H -1.1544 -2.0685 0.6382
H -0.2780 0.7957 1.3449
H 3.4686 -0.8479 0.2127
H 0.5062 -0.3446 0.2250
H 1.8959 1.0418 -1.0467
H -2.2637 0.2792 -0.4638
H -1.5627 1.5044 -2.2100
```

Its spin multiplicity is 1. For the gap between HOMO and LUMO, the calculation gives 0.3300 Eh.

***

# 6
C4H9NO2 | ωB97M-V with the def2-TZVPD basis set

```
16
C4H9NO2 | the Open Molecules 2025 dataset | ωB97M-V with the def2-TZVPD basis set
C 1.6628 -0.2015 -1.2453
N 1.9590 0.8448 -0.2794
C 1.2666 1.0582 0.7468
O 0.1392 0.3855 1.1768
C -1.0578 0.6303 0.4346
C -1.8252 -0.6833 0.3580
O -0.9675 -1.7585 0.0605
H 0.8084 -0.8474 -1.0137
H 1.4932 0.2700 -2.2199
H 2.5630 -0.8164 -1.3543
H 1.5603 1.8497 1.4394
H -1.6631 1.3935 0.9426
H -0.8016 0.9913 -0.5665
H -2.3608 -0.8595 1.3028
H -2.5568 -0.6043 -0.4520
H -0.2197 -1.6522 0.6696
```

Its spin multiplicity is 1. For the gap between HOMO and LUMO, the calculation gives 0.3944 Eh. As for the structure (SMILES): C/N=C\OCCO.

***

# 7
C4H9NO2 | ωB97M-V with the def2-TZVPD basis set

```
16
C4H9NO2 | the Open Molecules 2025 dataset | ωB97M-V with the def2-TZVPD basis set
C -0.8215 1.3592 1.0344
C -0.1705 0.0605 0.5673
C 0.3185 0.1930 -0.8732
C 1.0625 -1.0312 -1.3547
O 2.2405 -1.2624 -0.6600
O 0.6908 -1.7687 -2.2112
N -1.0440 -1.1109 0.6449
H -1.6856 1.5904 0.4095
H -1.1612 1.2649 2.0658
H -0.1181 2.1836 0.9737
H 0.6946 -0.1752 1.1932
H 0.9732 1.0651 -0.9589
H -0.5344 0.3700 -1.5326
H 2.8290 -0.5168 -0.8225
H -1.7962 -1.0495 -0.0346
H -1.4776 -1.1721 1.5590
```

Its spin multiplicity is 1. For the gap between HOMO and LUMO, the calculation gives 0.3754 Eh. As for the structure (SMILES): C[C@@H](N)CC(=O)O.

***

# 8
C4H9NO2 | ωB97M-V with the def2-TZVPD basis set

```
16
C4H9NO2 | the Open Molecules 2025 dataset | ωB97M-V with the def2-TZVPD basis set
C 1.1159 -0.8203 -1.1061
C 0.1442 -0.3660 -0.0018
C 0.7881 -0.3663 1.3825
O -0.0830 0.3146 2.2381
N -0.5887 0.9570 -0.2142
C -1.8888 0.9380 -0.6917
O -2.6647 0.0258 -0.5223
H 0.8904 -0.2753 -2.0198
H 1.0207 -1.8918 -1.3354
H 2.1694 -0.6455 -0.8455
H -0.7043 -1.0522 0.0560
H 0.9130 -1.4233 1.6672
H 1.8049 0.0706 1.3783
H -0.6107 0.8351 1.5923
H -0.1457 1.8728 -0.2786
H -2.1608 1.8266 -1.2989
```

Its spin multiplicity is 1. For the gap between HOMO and LUMO, the calculation gives 0.4032 Eh. As for the structure (SMILES): C[C@@H](CO)NC=O.

***

# 9
C4H9NO2 | ωB97M-V with the def2-TZVPD basis set

```
16
C4H9NO2 | the Open Molecules 2025 dataset | ωB97M-V with the def2-TZVPD basis set
C -0.6888 0.2471 0.4968
C 0.2092 1.0369 -0.5285
C 0.2089 2.4965 -0.0962
O 1.5150 0.6729 -1.0086
C -0.4298 -1.2025 0.4709
N -1.4460 -2.0820 0.5123
O 0.7219 -1.5831 0.2371
H -0.6682 0.6510 1.5061
H -1.7005 0.5221 0.1506
H -0.3990 0.9269 -1.4437
H 1.0787 2.6564 0.5508
H 0.3620 3.2004 -0.9073
H -0.6820 2.7869 0.4576
H 1.5507 -0.2233 -0.5995
H -2.3907 -1.7563 0.6212
H -1.4884 -2.9504 0.0023
```

Its spin multiplicity is 1. For the gap between HOMO and LUMO, the calculation gives 0.3795 Eh. As for the structure (SMILES): C[C@@H](O)CC(N)=O.

***

# 10
C4H9NO2 | ωB97M-V with the def2-TZVPD basis set

```
16
C4H9NO2 | the Open Molecules 2025 dataset | ωB97M-V with the def2-TZVPD basis set
C 0.0784 0.3000 -1.8359
C 0.1123 -0.1502 -0.3833
C 1.1838 0.5784 0.4647
O 2.0210 -0.3250 1.1406
N -1.2238 -0.0344 0.1931
C -1.5168 -0.6377 1.3632
O -0.6995 -1.2521 2.0336
H -0.6310 -0.2999 -2.4163
H 1.0697 0.1785 -2.2821
H -0.2023 1.3569 -1.9233
H 0.3812 -1.2124 -0.3468
H 1.8351 1.1764 -0.1825
H 0.6811 1.2712 1.1581
H 1.4258 -0.8978 1.6497
H -1.9406 0.4790 -0.2972
H -2.5744 -0.5306 1.6643
```

Its spin multiplicity is 1. For the gap between HOMO and LUMO, the calculation gives 0.3938 Eh. As for the structure (SMILES): C[C@@H](CO)NC=O.

***

# 11
C4H9NO2 | ωB97M-V with the def2-TZVPD basis set

```
16
C4H9NO2 | the Open Molecules 2025 dataset | ωB97M-V with the def2-TZVPD basis set
C 2.3359 -1.4532 -1.0161
C 1.2042 -0.6019 -0.5183
N 0.4982 0.2196 -1.1840
C -0.7521 1.0996 1.8242
O -0.6352 -0.0934 1.9703
O -1.6560 1.7101 1.0698
C -2.4800 0.8414 0.2799
H 2.5355 -1.2919 -2.0806
H 3.2481 -1.2415 -0.4465
H 2.0979 -2.5112 -0.8553
H 0.9526 -0.7111 0.5401
H -0.1185 1.8487 2.3210
H 0.8071 0.2467 -2.1609
H -3.2513 1.4815 -0.1484
H -1.8612 0.3921 -0.5009
H -2.9252 0.0644 0.9057
```

Its spin multiplicity is 1. For the gap between HOMO and LUMO, the calculation gives 0.4072 Eh. As for the structure (SMILES): [H]/N=C\C.COC=O.

***

# 12
C4H9NO2 | ωB97M-V with the def2-TZVPD basis set

```
16
C4H9NO2 | the Open Molecules 2025 dataset | ωB97M-V with the def2-TZVPD basis set
C -2.3876 -0.6617 -0.5117
C -0.8879 -0.4155 -0.4039
O -0.5294 0.9579 -0.3551
C -0.2348 -0.5446 0.9036
N 1.9195 0.4599 0.9924
C 2.4274 0.9362 -0.1058
O 1.7373 1.2482 -1.1636
H -2.6147 -1.7378 -0.4908
H -2.7479 -0.2471 -1.4639
H -2.9235 -0.1657 0.3077
H -0.3511 -0.9708 -1.1947
H 0.6367 1.1269 -0.8615
H -0.7194 -0.0705 1.7517
H 0.5412 -1.2715 1.1067
H 2.6230 0.2354 1.7004
H 3.5112 1.1207 -0.2115
```

Its spin multiplicity is 1. For the gap between HOMO and LUMO (alpha / beta), the calculation gives 0.3225 / 0.3225 Eh.

***

For the records above, the corresponding energy above the lowest of the compared OMol25 structures with the same formula, charge and spin values read 25.3 134.4 116.3 26.6 80.3 55.1 20.3 34.4 28.6 19.6 39.9 101.8 kcal per mole.